# C6H9BS

2 unconnected molecules or ions with the total composition C6H9BS at a distorted geometry (ωB97M-V with the def2-TZVPD basis set, the Open Molecules 2025 dataset).

Last column: Löwdin charge in e.
CARTESIAN COORDINATES (ANGSTROEM)
B -1.302 -0.980 -2.008  0.0034
C -1.757 -1.706 -0.849  -0.0471
C -1.849 -0.978 0.330  -0.1416
C -1.536 0.349 0.321  -0.1867
C -1.180 1.012 -0.847  -0.2061
C -0.995 0.439 -2.121  -0.0493
H -2.159 -2.702 -0.758  0.0765
H -2.012 -1.473 1.243  0.0968
H -1.845 0.936 1.163  0.1009
H -0.890 2.070 -0.710  0.1149
H -0.738 1.141 -2.986  0.1056
C 2.770 0.173 1.679  -0.4805
S 1.766 0.261 0.166  0.6887
H 3.879 -0.102 1.482  0.0624
H 2.508 -0.646 2.342  0.0256
H 2.711 1.138 2.034  -0.0266
H 2.630 1.066 -0.482  -0.1368

Atoms 1-6, force components in eV/Å:
-0.15 1.63 1.77
-0.61 -1.99 -0.72
1.05 0.28 -1.24
-0.93 0.99 -0.30
0.66 0.72 -0.02
0.21 0.88 -1.83

Gap between HOMO and LUMO: 7.7 eV
Multiplicity: 1
SMILES: b1ccccc1.CS
HOMO: -8.089 eV
Relative energy (zero: lowest compared OMol25 entry of this formula, charge and spin): 232.8 kJ/mol